(1)
{
  "formula": "C36H43As2IrN4O12PTe",
  "method": "wB97M-V/def2-TZVPD",
  "relative_energy_ev": 0.7242,
  "spin_multiplicity": 5,
  "lumo_ev": [2.17, 1.23],
  "s2": 6.06,
  "gap_ev": [6.188, 5.953],
  "total_charge": -1,
  "species": ["Ir", "O", "C", "N", "C", "C", "C", "C", "C", "C", "N", "C", "C", "C", "C", "C", "N", "H", "H", "H", "H", "H", "H", "H", "H", "H", "H", "C", "O", "C", "O", "C", "C", "As", "C", "C", "C", "As", "C", "C", "O", "O", "C", "C", "O", "O", "C", "C", "O", "O", "C", "H", "H", "H", "H", "H", "H", "H", "H", "H", "H", "H", "H", "H", "H", "H", "H", "H", "H", "C", "C", "O", "P", "O", "Te", "O", "C", "C", "H", "H", "H", "H", "H", "H", "H", "H", "H", "H", "N", "C", "C", "C", "C", "C", "C", "H", "H", "H", "H", "H"],
  "positions_angstrom": [[1.759, -0.305, -0.032], [5.512, -1.162, -1.423], [4.412, -0.635, -1.239], [3.957, -0.051, -0.136], [4.644, -0.192, 1.110], [3.686, -0.124, 2.285], [4.184, -0.091, 3.583], [3.317, -0.091, 4.661], [1.950, -0.138, 4.423], [1.516, -0.154, 3.114], [2.361, -0.130, 2.078], [3.391, -0.612, -2.370], [3.810, -0.755, -3.680], [2.876, -0.760, -4.700], [1.532, -0.624, -4.380], [1.170, -0.512, -3.053], [2.080, -0.521, -2.076], [5.398, 0.596, 1.228], [5.182, -1.150, 1.159], [5.256, -0.077, 3.737], [3.697, -0.068, 5.675], [1.228, -0.173, 5.226], [0.460, -0.203, 2.869], [4.870, -0.849, -3.865], [3.191, -0.864, -5.730], [0.768, -0.626, -5.144], [0.129, -0.461, -2.753], [-1.981, 3.382, -0.903], [-1.672, 2.003, -0.810], [-2.547, 1.160, -1.446], [-3.571, 1.611, -1.946], [-2.105, -0.201, -1.438], [-2.995, -1.235, -1.808], [-4.771, -0.956, -1.100], [-5.265, -2.758, -0.429], [-4.096, -0.400, 0.735], [-2.840, -0.283, 1.178], [-1.081, -0.589, 0.159], [-1.259, -2.523, 0.379], [-2.451, -0.109, 2.603], [-1.826, -0.962, 3.187], [-2.651, 1.074, 3.227], [-3.057, 2.209, 2.465], [-5.162, -0.322, 1.786], [-5.083, -0.916, 2.833], [-6.253, 0.455, 1.603], [-6.400, 1.369, 0.516], [-2.464, -2.431, -2.365], [-1.298, -2.612, -2.708], [-3.397, -3.423, -2.554], [-2.881, -4.616, -3.124], [-1.184, 3.903, -0.380], [-2.952, 3.600, -0.449], [-2.014, 3.702, -1.946], [-5.677, -3.334, -1.255], [-6.029, -2.652, 0.344], [-4.417, -3.300, -0.014], [-2.304, -2.823, 0.386], [-0.805, -2.788, 1.333], [-0.734, -3.034, -0.423], [-3.247, 3.002, 3.185], [-3.963, 2.022, 1.889], [-2.256, 2.516, 1.791], [-6.956, 2.220, 0.910], [-6.971, 0.907, -0.288], [-5.444, 1.705, 0.113], [-3.707, -5.324, -3.161], [-2.067, -5.018, -2.518], [-2.496, -4.430, -4.129], [2.725, 4.995, 2.206], [2.962, 3.564, 1.752], [3.300, 3.519, 0.364], [2.185, 3.008, -0.705], [1.518, 1.781, -0.126], [3.218, 3.161, -2.799], [0.998, 4.107, -0.501], [1.132, 5.403, -1.087], [-0.017, 6.275, -0.621], [2.677, 5.041, 3.296], [1.789, 5.377, 1.797], [3.540, 5.633, 1.863], [2.076, 2.952, 1.943], [3.802, 3.130, 2.299], [1.130, 5.314, -2.175], [2.092, 5.846, -0.800], [-0.969, 5.875, -0.971], [0.111, 7.283, -1.018], [-0.045, 6.330, 0.469], [1.824, -2.113, 0.223], [1.918, -3.418, 0.039], [2.317, -4.253, 1.121], [2.389, -5.618, 0.967], [2.067, -6.212, -0.251], [1.663, -5.412, -1.318], [1.585, -4.044, -1.193], [2.548, -3.775, 2.065], [2.693, -6.234, 1.804], [2.128, -7.286, -0.368], [1.400, -5.874, -2.261], [1.239, -3.420, -2.009]]
}

=====

(2)
{
  "formula": "C36H43As3BrF9N2O4RbS2Sb",
  "method": "wB97M-V/def2-TZVPD",
  "relative_energy_ev": 0.0000,
  "lumo_ev": -0.05,
  "gap_ev": 8.637,
  "species": ["Rb", "F", "C", "F", "F", "S", "O", "O", "N", "S", "O", "O", "C", "F", "F", "F", "C", "As", "C", "C", "C", "C", "C", "As", "C", "C", "C", "As", "C", "C", "H", "H", "H", "H", "H", "H", "H", "H", "H", "H", "H", "H", "H", "H", "H", "H", "H", "H", "H", "H", "H", "H", "H", "H", "H", "H", "H", "Br", "C", "C", "C", "C", "C", "N", "H", "H", "H", "H", "F", "C", "C", "C", "C", "C", "C", "Sb", "C", "C", "C", "C", "F", "C", "C", "C", "C", "C", "C", "F", "C", "C", "H", "H", "H", "H", "H", "H", "H", "H", "H", "H", "H", "H"],
  "positions_angstrom": [[-0.135, -0.058, 0.743], [0.175, -2.888, -2.605], [-0.879, -2.180, -2.239], [-1.682, -2.026, -3.281], [-0.455, -0.938, -1.883], [-1.814, -2.970, -0.814], [-2.045, -1.857, 0.090], [-2.933, -3.601, -1.431], [-0.837, -4.066, -0.246], [0.388, -3.745, 0.672], [1.015, -2.461, 0.399], [1.228, -4.892, 0.800], [-0.328, -3.493, 2.390], [-1.570, -3.930, 2.489], [-0.324, -2.168, 2.713], [0.417, -4.110, 3.300], [2.208, 3.648, 0.969], [0.545, 3.450, -0.052], [1.105, 4.648, -1.496], [-0.482, 4.667, 1.122], [-1.910, 5.142, 0.773], [-2.214, 6.276, 1.768], [-2.990, 4.061, 0.988], [-2.714, 2.194, 0.418], [-2.791, 2.286, -1.542], [-4.578, 1.662, 0.681], [-1.952, 5.700, -0.661], [-3.531, 6.796, -1.150], [-4.494, 5.516, -2.281], [-2.631, 7.714, -2.631], [2.430, 4.701, 1.144], [3.024, 3.194, 0.407], [2.124, 3.137, 1.929], [1.318, 5.648, -1.117], [0.347, 4.709, -2.274], [2.015, 4.232, -1.930], [0.152, 5.549, 1.248], [-0.504, 4.150, 2.088], [-2.026, 5.939, 2.790], [-3.254, 6.597, 1.701], [-1.580, 7.145, 1.573], [-3.938, 4.411, 0.571], [-3.157, 3.942, 2.064], [-3.594, 2.929, -1.894], [-2.970, 1.270, -1.900], [-1.841, 2.626, -1.953], [-5.245, 2.274, 0.074], [-4.847, 1.775, 1.730], [-4.690, 0.615, 0.402], [-1.847, 4.901, -1.398], [-1.104, 6.378, -0.798], [-4.989, 4.761, -1.671], [-3.824, 5.030, -2.991], [-5.261, 6.062, -2.832], [-1.920, 8.439, -2.234], [-3.371, 8.248, -3.227], [-2.104, 7.004, -3.269], [-2.901, 0.235, 3.773], [-1.094, 0.256, 4.353], [-0.730, -0.566, 5.409], [0.602, -0.580, 5.776], [1.502, 0.229, 5.096], [1.020, 1.025, 4.075], [-0.266, 1.039, 3.693], [-1.466, -1.185, 5.900], [0.936, -1.219, 6.583], [2.554, 0.240, 5.347], [1.686, 1.677, 3.522], [9.159, 2.349, -0.339], [7.950, 1.765, -0.230], [7.062, 2.250, 0.707], [5.816, 1.645, 0.806], [5.465, 0.567, -0.010], [6.395, 0.111, -0.946], [7.644, 0.708, -1.062], [3.534, -0.317, 0.249], [4.123, -1.744, 1.722], [5.360, -2.389, 1.676], [5.716, -3.319, 2.644], [4.822, -3.585, 3.662], [5.165, -4.480, 4.608], [3.595, -2.963, 3.753], [3.254, -2.040, 2.773], [3.593, -1.573, -1.468], [3.582, -2.964, -1.375], [3.537, -3.750, -2.520], [3.504, -3.125, -3.748], [3.460, -3.883, -4.861], [3.505, -1.751, -3.883], [3.541, -0.979, -2.730], [7.347, 3.084, 1.334], [5.111, 2.028, 1.536], [6.145, -0.714, -1.604], [8.374, 0.368, -1.786], [6.061, -2.172, 0.878], [6.668, -3.833, 2.618], [2.921, -3.214, 4.561], [2.289, -1.553, 2.835], [3.583, -3.451, -0.406], [3.515, -4.830, -2.464], [3.468, -1.308, -4.870], [3.533, 0.102, -2.829]]
}

=====

(3)
{
  "formula": "C36H43BaN5O3Si2",
  "method": "wB97M-V/def2-TZVPD",
  "lumo_ev": 4.36,
  "gap_ev": 6.164,
  "total_charge": -2,
  "species": ["Ba", "C", "C", "C", "C", "C", "C", "C", "C", "N", "C", "O", "C", "C", "C", "C", "C", "N", "C", "O", "N", "C", "C", "C", "C", "C", "C", "C", "C", "H", "H", "H", "H", "H", "H", "H", "H", "H", "H", "H", "H", "H", "H", "H", "H", "H", "H", "H", "H", "H", "C", "Si", "C", "C", "C", "C", "C", "C", "C", "C", "N", "Si", "C", "C", "C", "H", "H", "H", "H", "H", "H", "H", "H", "H", "H", "H", "H", "H", "H", "H", "H", "H", "H", "H", "H", "H", "H", "O", "C", "N"],
  "positions_angstrom": [[0.118, -0.732, -1.107], [4.684, 0.422, -3.182], [4.729, -0.915, -2.491], [5.707, -1.838, -2.849], [5.767, -3.097, -2.269], [4.809, -3.445, -1.329], [3.813, -2.552, -0.950], [2.760, -2.978, 0.043], [3.785, -1.262, -1.506], [2.741, -0.379, -1.149], [3.109, 0.841, -0.744], [4.223, 1.240, -0.382], [2.000, 1.917, -0.791], [2.295, 3.193, -0.347], [1.361, 4.198, -0.544], [0.173, 3.917, -1.197], [-0.080, 2.611, -1.585], [0.819, 1.632, -1.377], [-1.413, 2.290, -2.281], [-1.990, 3.249, -2.822], [-1.796, 1.024, -2.171], [-3.081, 0.691, -2.649], [-4.230, 1.120, -1.977], [-4.098, 2.021, -0.782], [-5.476, 0.680, -2.412], [-5.605, -0.169, -3.504], [-4.460, -0.580, -4.173], [-3.199, -0.157, -3.761], [-1.968, -0.593, -4.515], [5.197, 0.369, -4.145], [5.146, 1.199, -2.570], [3.652, 0.735, -3.360], [6.427, -1.559, -3.613], [6.533, -3.805, -2.562], [4.818, -4.434, -0.880], [2.990, -3.964, 0.450], [1.776, -3.061, -0.430], [2.677, -2.276, 0.871], [3.257, 3.356, 0.117], [1.569, 5.207, -0.204], [-0.573, 4.666, -1.421], [-3.822, 3.034, -1.084], [-3.307, 1.665, -0.120], [-5.031, 2.053, -0.217], [-6.359, 1.006, -1.871], [-6.582, -0.511, -3.826], [-4.536, -1.238, -5.033], [-2.236, -0.934, -5.517], [-1.446, -1.416, -4.019], [-1.253, 0.226, -4.609], [-1.687, 2.746, 1.961], [-0.761, 1.658, 3.173], [-1.664, 1.870, 4.818], [0.900, 2.495, 3.448], [-0.562, -0.047, 2.601], [-1.645, -0.717, 1.936], [-3.021, -0.418, 2.199], [-4.031, -1.127, 1.606], [-3.732, -2.176, 0.726], [-2.401, -2.395, 0.464], [-1.393, -1.684, 1.002], [0.818, -0.986, 3.307], [2.556, -0.486, 2.796], [0.851, -0.735, 5.180], [0.661, -2.846, 3.113], [-1.802, 3.757, 2.372], [-2.682, 2.364, 1.721], [-1.130, 2.823, 1.019], [-1.695, 2.929, 5.105], [-1.155, 1.311, 5.609], [-2.695, 1.500, 4.764], [0.747, 3.574, 3.574], [1.569, 2.338, 2.596], [1.405, 2.123, 4.346], [-3.253, 0.354, 2.922], [-5.064, -0.883, 1.832], [-4.498, -2.758, 0.232], [-2.099, -3.150, -0.259], [2.838, 0.444, 3.296], [2.688, -0.328, 1.723], [3.270, -1.260, 3.105], [1.056, 0.307, 5.448], [1.636, -1.356, 5.632], [-0.113, -1.012, 5.620], [0.447, -3.163, 2.092], [-0.160, -3.199, 3.749], [1.589, -3.325, 3.448], [-0.145, -4.663, -3.900], [-0.060, -3.732, -3.146], [0.018, -2.812, -2.384]]
}

=====

Question: Number 3 is which compound?
Answer: C36H43BaN5O3Si2